Record 1
Computed, not measured: 2 unconnected molecules or ions with the total composition C2H4P2, with the ωB97M-V functional and the def2-TZVPD basis.

Each line ends with the Mulliken charge.
Atoms and positions in Å:
C1 -3.9855 1.0822 0.2148  -0.082
C2 -1.0139 -0.8442 -0.3402  -0.383
P1 -4.7938 -0.2085 -0.1352  -0.269
P2 0.6318 -1.0983 -0.0754  -0.084
H1 -3.6232 2.0770 0.4184  0.380
H2 -1.1929 -0.7723 -1.4334  0.249
H3 -1.8431 -1.3293 0.2810  0.190
H4 0.6797 -1.7326 1.1298  0.000

- DFT total energy: -761.1636 a.u.
- HOMO level: -0.3557 Ha
- SMILES: C#P.C=P
- Lowest unoccupied orbital energy: -0.11 eV
- Max |F|: 2.6 eV/Å
- Energy above the lowest of the compared OMol25 structures with the same formula, charge and spin: 2.484 eV
- Net charge: 0


Record 2
Computed, not measured: C2H4S2 in the gas phase, with the ωB97M-V functional and the def2-TZVPD basis.

Each line ends with the Mulliken charge.
Atoms and positions in Å:
C1 -0.3753 0.2628 0.2585  0.393
C2 0.9024 -0.4956 0.1738  -1.000
S1 -0.9873 1.1981 1.4434  -0.247
S2 -1.2589 0.0775 -1.3293  -0.186
H1 1.3870 -0.7860 1.1401  0.291
H2 0.6348 -1.3379 -0.4478  0.312
H3 1.7416 0.0199 -0.3338  0.280
H4 -2.0444 1.0612 -0.9048  0.157

- DFT total energy: -874.9487 a.u.
- HOMO level: -0.3254 Ha
- SMILES: CC(=S)S
- Lowest unoccupied orbital energy: -0.28 eV
- Max |F|: 1.5 eV/Å
- Energy above the lowest of the compared OMol25 structures with the same formula, charge and spin: 0.312 eV
- Net charge: 0


Record 3
Computed, not measured: C2H4S2 in the gas phase, with the ωB97M-V functional and the def2-TZVPD basis.

Each line ends with the Mulliken spin population.
Atoms and positions in Å:
C1 -0.4295 0.1602 -0.1585  0.583
C2 0.8097 -0.5932 0.3676  0.009
S1 -0.3014 1.8753 0.1061  0.278
S2 -1.7344 -0.4727 -0.8989  1.092
H1 0.2900 -0.9921 1.1657  0.033
H2 0.9393 -1.4309 -0.2453  0.008
H3 1.7934 0.0025 0.5125  0.011
H4 -1.3671 1.4510 -0.8492  -0.014

- Multiplicity: 3
- DFT total energy: -874.7996 a.u.
- HOMO level (alpha / beta): -0.2337 / -0.3453 Ha
- Lowest unoccupied orbital energy (alpha / beta): 0.75 / -2.98 eV
- Max |F|: 5.5 eV/Å
- Energy above the lowest of the compared OMol25 structures with the same formula, charge and spin: 1.781 eV
- Net charge: 0


Record 4
Computed, not measured: C2H4S3 in the gas phase, with the ωB97M-V functional and the def2-TZVPD basis.

Each line ends with the Mulliken charge.
Atoms and positions in Å:
C1 -0.1868 -0.2544 -0.5333  0.503
C2 0.0731 0.7399 0.5838  -1.063
S1 -0.5111 0.4607 -2.0973  -0.158
S2 -1.9097 -0.6393 -1.1381  -0.142
S3 0.9421 -1.6972 -0.3839  -0.184
H1 0.9139 0.2732 1.1446  0.310
H2 -0.6942 0.8339 1.2955  0.323
H3 0.3404 1.7264 0.2010  0.294
H4 1.0323 -1.4431 0.9277  0.116

- DFT total energy: -1273.1211 a.u.
- HOMO level: -0.3025 Ha
- SMILES: CC1(S)SS1
- Lowest unoccupied orbital energy: 0.19 eV
- Max |F|: 1.8 eV/Å
- Energy above the lowest of the compared OMol25 structures with the same formula, charge and spin: 0.836 eV
- Net charge: 0


Record 5
Computed, not measured: C2H4S3 in the gas phase, with the ωB97M-V functional and the def2-TZVPD basis.

Each line ends with the Mulliken charge.
Atoms and positions in Å:
C1 0.5922 1.5311 -0.4225  -0.233
C2 0.0328 -1.0741 -0.4814  -0.819
S1 3.3726 -1.5430 0.2751  -0.230
S2 1.5116 3.0013 -0.2323  -0.094
S3 1.3879 0.1158 0.0418  0.159
H1 0.6096 -2.0171 -0.6785  0.366
H2 -0.3948 -0.5871 -1.2032  0.344
H3 -0.6464 -1.0618 0.2966  0.314
H4 0.3770 3.6876 -0.5405  0.192

- DFT total energy: -1272.9645 a.u.
- HOMO level (alpha / beta): -0.3234 / -0.3252 Ha
- SMILES: CS(=S)#CS
- Lowest unoccupied orbital energy (alpha / beta): -2.02 / -2.11 eV
- Max |F|: 6.4 eV/Å
- Energy above the lowest of the compared OMol25 structures with the same formula, charge and spin: 5.097 eV
- Net charge: 0


Record 6
Computed, not measured: 26 unconnected molecules or ions with the total composition C2H55ClN3O28P, with the ωB97M-V functional and the def2-TZVPD basis.

Each line ends with the Mulliken charge.
Atoms and positions in Å:
N1 -2.3702 1.9842 -3.6380  -0.135
C1 -1.5887 1.1260 -4.2585  -0.439
N2 -1.1840 1.3913 -5.5185  -0.249
N3 -1.1389 -0.0036 -3.6785  0.304
C2 -2.2566 -0.9448 -3.2994  0.662
O1 -1.8729 -2.0584 -2.9852  -0.781
O2 -3.3568 -0.4635 -3.3937  -0.827
P1 -0.0135 0.1774 -2.3512  0.738
O3 0.7956 1.5180 -2.7423  -0.502
Cl1 -1.1160 0.7730 -0.6595  -0.407
H1 -2.6915 1.6400 -2.7383  0.457
H2 -1.9786 2.9165 -3.5819  0.272
H3 -0.6569 2.2149 -5.7180  0.199
H4 -1.3862 0.6958 -6.2082  0.241
H5 0.2472 2.2998 -2.6510  0.331
O4 -0.7173 -3.2624 -0.6033  -0.607
H6 -1.2190 -3.0169 -1.3895  0.383
H7 -1.3527 -3.1569 0.1116  0.286
O5 -1.6774 -1.2630 2.0152  -0.471
H8 -1.3359 -0.9446 2.8629  0.304
H9 -1.2426 -0.7295 1.3465  0.257
O6 -1.8954 -0.8403 4.7838  -0.732
H10 -2.0253 -0.5084 5.6873  0.349
H11 -2.3754 -1.6878 4.7725  0.272
O7 -3.9336 -2.6452 -0.1625  -0.658
H12 -3.6244 -2.2348 0.6593  0.267
H13 -3.6117 -2.0669 -0.8644  0.299
O8 0.7491 -0.2831 5.3954  -0.657
H14 0.6777 0.6661 5.2703  0.313
H15 -0.1074 -0.6253 5.0995  0.358
O9 2.4674 -1.3371 -2.8480  -0.706
H16 3.1763 -0.9727 -2.3013  0.315
H17 2.3360 -2.2290 -2.5042  0.350
O10 5.0323 -0.3258 -1.5588  -0.651
H18 5.4387 -0.0043 -0.7500  0.289
H19 5.4254 0.2106 -2.2535  0.306
O11 4.2542 -2.1375 -5.2245  -0.634
H20 3.7582 -1.7785 -5.9687  0.340
H21 3.6854 -1.9585 -4.4664  0.369
O12 -5.0104 -0.8018 -5.7655  -0.695
H22 -4.5823 -0.5580 -4.9307  0.460
H23 -4.5014 -0.3262 -6.4324  0.302
O13 1.8965 -1.7289 -7.1467  -0.651
H24 1.5472 -1.9061 -6.2666  0.315
H25 1.2911 -2.1896 -7.7340  0.320
O14 -3.4613 -1.9479 -8.3861  -0.643
H26 -3.9107 -2.0461 -7.5383  0.349
H27 -4.0885 -2.2932 -9.0255  0.307
O15 -5.2777 3.2798 -3.8325  -0.659
H28 -5.0451 3.9848 -4.4424  0.298
H29 -4.4670 2.7759 -3.7164  0.383
O16 -1.3736 -0.6674 7.3607  -0.587
H30 -1.6657 -1.0590 8.1905  0.395
H31 -0.4703 -0.9860 7.2526  0.284
O17 4.5185 2.0344 -0.1249  -0.596
H32 4.4909 2.9968 -0.0445  0.325
H33 3.6459 1.7934 -0.4568  0.295
O18 -3.6406 -5.4009 -0.9712  -0.624
H34 -3.8140 -4.4458 -0.9382  0.365
H35 -4.4432 -5.7777 -1.3376  0.307
O19 -5.4905 1.6047 -7.9272  -0.654
H36 -5.9338 1.4995 -7.0781  0.339
H37 -6.1228 1.2655 -8.5654  0.314
O20 -2.5830 -3.5194 5.3629  -0.645
H38 -3.4907 -3.8440 5.2946  0.305
H39 -2.0406 -4.2607 5.0700  0.263
O21 5.1597 3.6103 -2.6278  -0.635
H40 4.8450 3.0912 -1.8790  0.328
H41 6.0488 3.2857 -2.7919  0.307
O22 6.7925 2.3051 2.0941  -0.594
H42 6.1276 2.1384 1.4198  0.287
H43 6.8617 1.4805 2.5810  0.300
O23 5.8938 4.8350 4.0497  -0.709
H44 4.9899 4.5192 4.0446  0.292
H45 6.4065 4.0743 3.7406  0.363
O24 8.4182 6.0098 4.9898  -0.637
H46 8.4069 6.9678 5.0323  0.315
H47 7.5453 5.7725 4.6476  0.378
O25 6.6212 2.3879 5.1095  -0.584
H48 7.3077 2.7808 5.6594  0.306
H49 6.5134 1.5031 5.4699  0.286
O26 -4.7354 -1.4790 6.0630  -0.621
H50 -4.3820 -0.8014 5.4785  0.333
H51 -3.9824 -2.0424 6.2583  0.291
O27 -2.7256 0.6006 9.3591  -0.637
H52 -3.5139 1.1412 9.2697  0.304
H53 -2.1440 0.8932 8.6477  0.305
O28 -1.0609 -3.2292 7.9601  -0.604
H54 -1.7376 -3.4711 7.3233  0.360
H55 -0.9479 -3.9846 8.5433  0.291

- DFT total energy: -3181.7523 a.u.
- HOMO level: -0.3724 Ha
- Lowest unoccupied orbital energy: -2.01 eV
- Max |F|: 2.8 eV/Å
- Energy above the lowest of the compared OMol25 structures with the same formula, charge and spin: 0.729 eV
- Net charge: 0


Record 7
Computed, not measured: C2H5BO in the gas phase, with the ωB97M-V functional and the def2-TZVPD basis.

Each line ends with the Mulliken charge.
Atoms and positions in Å:
B1 2.0482 -0.3360 -0.4260  0.293
C1 0.3701 -0.6744 0.1251  -0.029
C2 -0.5655 0.4234 0.0111  -0.870
O1 2.3255 0.5754 0.4112  -0.476
H1 0.1561 -1.1855 1.0409  0.255
H2 2.4141 -0.8955 -1.3492  -0.097
H3 -1.6347 0.2986 0.4443  0.303
H4 -0.0113 1.1285 0.5655  0.335
H5 -0.7305 0.7759 -0.9863  0.286

- DFT total energy: -179.1987 a.u.
- HOMO level: -0.3409 Ha
- Lowest unoccupied orbital energy: -1.14 eV
- Max |F|: 3.5 eV/Å
- Energy above the lowest of the compared OMol25 structures with the same formula, charge and spin: 3.692 eV
- Net charge: 0


Record 8
Computed, not measured: C2H5BO in the gas phase, with the ωB97M-V functional and the def2-TZVPD basis.

Each line ends with the Mulliken charge.
Atoms and positions in Å:
B1 1.4259 -0.5793 -0.3502  0.215
C1 -0.0782 -0.4090 0.3863  -0.055
C2 -1.1634 0.3939 -0.1090  -0.890
O1 1.7296 0.4725 0.2005  -0.372
H1 0.0738 -0.4286 1.3867  0.269
H2 2.0699 -1.4942 -0.7521  -0.082
H3 -1.0913 0.3596 -1.2058  0.238
H4 -2.1406 0.2912 0.3247  0.372
H5 -0.8255 1.3938 0.1189  0.306

- DFT total energy: -179.2124 a.u.
- HOMO level: -0.3430 Ha
- Lowest unoccupied orbital energy: -0.12 eV
- Max |F|: 4.5 eV/Å
- Energy above the lowest of the compared OMol25 structures with the same formula, charge and spin: 3.321 eV
- Net charge: 0


Record 9
Computed, not measured: C2H5BO2 in the gas phase, with the ωB97M-V functional and the def2-TZVPD basis.

Each line ends with the Mulliken charge.
Atoms and positions in Å:
B1 0.9197 -1.8309 0.4808  0.284
C1 0.3794 -0.6992 -0.6050  -0.015
C2 -0.8643 1.3169 -0.1164  -0.600
O1 1.3954 -0.8516 1.1414  -0.429
O2 -0.7358 -0.1152 -0.2165  -0.267
H1 0.7209 -2.8868 0.5219  -0.088
H2 1.0192 0.0011 -1.2414  0.270
H3 0.1400 1.6399 -0.1998  0.357
H4 -1.2261 1.5975 0.8537  0.234
H5 -1.7483 1.8282 -0.6188  0.254

- DFT total energy: -254.4472 a.u.
- HOMO level: -0.3471 Ha
- Lowest unoccupied orbital energy: 0.54 eV
- Max |F|: 3.7 eV/Å
- Energy above the lowest of the compared OMol25 structures with the same formula, charge and spin: 4.547 eV
- Net charge: 0


Record 10
Computed, not measured: a molecular structure, C2H5BaO2, with the ωB97M-V functional and the def2-TZVPD basis.

Each line ends with the Mulliken charge.
Atoms and positions in Å:
O1 3.1097 3.2439 -0.0459  -0.744
Ba1 1.2005 2.7459 1.3344  1.696
C1 4.0547 4.3284 -0.3773  -0.686
O2 0.1382 4.1582 -1.2023  -0.443
C2 0.1720 3.2957 -2.0544  -0.203
H1 3.7556 5.3839 -0.2436  0.256
H2 4.9126 4.1880 0.3092  0.256
H3 4.4465 4.2792 -1.4089  0.229
H4 -0.7608 2.9649 -2.5549  0.290
H5 1.2140 2.7662 -2.1890  0.349

- DFT total energy: -254.9053 a.u.
- HOMO level: -0.4499 Ha
- Lowest unoccupied orbital energy: -4.70 eV
- Max |F|: 2.9 eV/Å
- Energy above the lowest of the compared OMol25 structures with the same formula, charge and spin: 0.000 eV
- Net charge: +1